(1)
{
  "formula": "C22H34BBeF5LiN4O12",
  "method": "ωB97M-V/def2-TZVPD",
  "e_above_lowest_kcal_mol": 0.0,
  "total_charge": 1,
  "total_energy_ha": -2526.6002,
  "multiplicity": 1,
  "elements": ["H", "C", "O", "C", "H", "C", "H", "N", "C", "C", "O", "O", "H", "H", "B", "O", "C", "F", "F", "H", "H", "H", "C", "H", "H", "O", "Li", "N", "H", "H", "H", "H", "F", "H", "H", "H", "F", "O", "H", "H", "H", "C", "C", "C", "H", "C", "C", "Be", "H", "C", "H", "N", "H", "C", "H", "H", "O", "C", "C", "C", "O", "H", "C", "O", "H", "O", "O", "O", "H", "C", "H", "C", "N", "F", "H", "H", "H", "H", "C", "C"],
  "positions_angstrom": [[1.384, 4.430, 0.132], [-1.171, 1.148, 1.540], [2.928, -0.846, -5.366], [2.921, -2.018, -5.055], [-2.505, 5.695, -2.950], [2.619, -5.051, 0.131], [1.583, 2.148, 0.366], [0.027, 2.026, 1.873], [3.531, -7.061, 4.121], [-0.611, 3.945, -3.477], [2.816, -5.922, -3.851], [-0.487, 5.228, -3.135], [0.868, -5.553, -0.887], [-7.798, 6.687, 4.771], [2.932, -6.550, 6.299], [3.227, -7.612, 5.248], [-3.118, 4.116, 2.132], [1.620, -6.651, 6.695], [-2.225, 5.001, 2.549], [3.701, -6.603, 1.026], [0.718, 1.562, 2.461], [0.415, 1.546, -3.868], [-3.283, 3.653, 0.902], [0.218, 1.692, -1.280], [3.101, -5.221, -6.342], [-8.446, 8.160, 3.532], [0.738, -6.889, 1.487], [0.811, 4.019, 0.860], [1.695, -6.925, -0.227], [-0.370, 2.098, -5.369], [0.981, -0.624, 0.277], [-3.328, 0.730, -0.790], [3.810, -6.641, 7.335], [1.400, 2.142, -5.217], [-1.694, 5.215, -1.441], [-3.835, 1.710, 1.484], [-2.972, 4.468, -0.113], [2.509, -3.858, -0.086], [-0.802, 3.130, -0.885], [-6.647, 8.052, 4.486], [1.208, -1.568, 1.756], [-7.494, 7.491, 4.056], [2.730, -3.655, -3.235], [2.858, -4.763, -4.210], [-1.984, 1.401, 2.211], [-0.336, 2.223, -0.513], [3.016, -4.397, -5.646], [-4.629, 5.794, 3.967], [3.149, -2.836, -7.078], [0.461, 2.260, -4.687], [-0.088, 4.491, 0.812], [3.611, -5.620, 0.818], [4.288, -5.006, 1.239], [3.483, -5.510, 4.306], [-6.973, 6.757, 3.269], [-1.237, 0.195, -0.303], [3.708, -4.703, 3.435], [2.768, -2.390, -3.632], [-2.806, 1.625, -0.457], [-3.741, 2.281, 0.566], [0.455, 3.606, -4.188], [-2.719, 2.258, -1.338], [-1.581, 5.753, -2.379], [-0.691, -1.709, 0.911], [2.674, -1.566, -2.936], [3.139, -5.259, 5.529], [3.785, -7.653, 3.087], [-1.534, 3.225, -3.179], [2.591, -3.903, -2.193], [0.637, 2.608, 0.626], [-4.732, 2.331, 0.111], [3.040, -3.124, -6.040], [1.627, -5.933, -0.346], [-3.860, 3.687, 3.169], [-0.836, 0.149, 1.811], [-0.316, 2.798, 2.446], [-1.334, 6.792, -2.183], [1.153, -2.362, 0.227], [-1.388, 1.219, 0.028], [0.635, -1.565, 0.797]]
}

---

(2)
{
  "formula": "C19H17F4",
  "method": "ωB97M-V/def2-TZVPD",
  "e_above_lowest_kcal_mol": 7.0,
  "total_charge": 1,
  "total_energy_ha": -1133.3417,
  "multiplicity": 1,
  "elements": ["H", "C", "F", "F", "H", "C", "C", "F", "H", "H", "H", "C", "H", "H", "C", "H", "C", "H", "C", "H", "C", "C", "C", "C", "H", "H", "H", "C", "C", "C", "C", "C", "H", "H", "F", "C", "H", "C", "H", "C"],
  "positions_angstrom": [[1.020, -2.466, -3.915], [4.946, -4.452, -6.015], [3.162, -5.296, -7.336], [0.083, 2.381, 1.570], [1.380, -2.847, 0.444], [1.769, 0.070, -0.742], [1.439, -0.894, -1.750], [4.701, 1.435, 1.005], [0.020, -2.927, 2.892], [-2.723, -1.920, 1.159], [-2.437, -3.337, 0.113], [0.358, -2.759, 0.069], [0.378, -1.066, -1.959], [4.794, -2.335, -3.325], [3.392, 1.229, 0.642], [-1.269, -1.695, 2.829], [-0.358, -2.055, 2.334], [3.433, -1.161, -2.492], [5.330, -3.645, -4.944], [1.569, -3.890, -5.800], [0.748, 0.819, -0.091], [2.626, -3.820, -5.547], [2.404, 1.953, 1.307], [-0.644, -2.396, 0.896], [-0.297, 0.677, -0.378], [0.404, -1.265, 2.407], [3.933, -0.253, -0.820], [4.432, -2.937, -4.158], [-2.061, -2.339, 0.393], [3.120, 0.302, -0.353], [3.575, -4.508, -6.284], [2.073, -2.314, -3.661], [2.647, 2.663, 2.090], [5.672, -5.006, -6.600], [6.673, -3.553, -4.650], [2.383, -1.451, -2.612], [0.145, -3.119, -0.939], [3.037, -3.010, -4.445], [-2.132, -1.705, -0.504], [1.089, 1.715, 0.909]]
}

---

no.,highest occupied orbital energy (eV),frontier orbital gap (eV)
1,-9.240,1.28
2,-12.078,5.71